(1)
DFT (wB97M-V/def2-TZVPD) results for 5 unconnected molecules or ions with the total composition C24H24NO15 in a non-equilibrium geometry.

XYZ file:
```
64
Properties=species:S:1:pos:R:3
O 35.320 -4.432 14.354
H 34.361 -4.456 14.390
H 35.741 -5.007 14.996
H 35.621 -3.534 14.510
C 42.767 0.027 15.242
C 43.033 -0.410 13.970
C 41.928 -0.852 12.942
O 42.083 -1.372 11.790
C 40.604 -0.718 13.246
C 40.235 -0.488 14.620
C 41.416 0.115 15.608
O 41.021 0.732 16.634
O 39.061 -0.701 15.179
O 44.269 -0.346 13.753
H 43.465 0.202 16.047
H 39.774 -0.978 12.605
C 37.946 -8.800 18.820
C 39.117 -9.435 18.977
C 40.372 -8.594 19.305
O 41.539 -9.111 19.436
C 40.366 -7.237 19.519
C 39.168 -6.456 19.278
C 37.863 -7.327 18.756
O 36.795 -6.729 18.358
O 39.007 -5.273 19.530
O 39.118 -10.691 19.049
H 37.083 -9.363 18.497
H 41.245 -6.619 19.633
C 29.038 -2.344 19.355
C 30.053 -1.974 20.130
C 31.443 -1.870 19.522
O 32.431 -1.467 20.263
C 31.816 -2.196 18.263
C 30.773 -2.649 17.342
C 29.144 -2.617 17.978
O 28.173 -2.811 17.242
O 30.797 -2.943 16.154
O 29.744 -1.567 21.301
H 28.026 -2.399 19.727
H 32.856 -2.274 17.982
C 24.177 -2.746 12.791
O 24.678 -3.593 11.736
C 24.505 -4.955 11.881
C 25.182 -5.572 10.661
N 26.645 -5.603 10.708
C 27.210 -5.858 9.380
C 28.815 -5.770 9.487
O 29.179 -4.491 10.177
C 30.536 -4.007 9.888
H 23.138 -2.655 12.474
H 24.662 -1.770 12.809
H 24.164 -3.171 13.795
H 23.486 -5.342 11.909
H 24.990 -5.390 12.755
H 24.677 -5.371 9.716
H 24.878 -6.618 10.617
H 26.896 -6.419 11.247
H 26.992 -5.175 8.558
H 26.975 -6.870 9.050
H 29.190 -5.766 8.464
H 29.058 -6.730 9.943
H 30.716 -4.156 8.824
H 31.212 -4.652 10.451
H 30.726 -2.969 10.164
```

Values from the calculation:
charge	-5
ΔE to the lowest compared entry with this formula, charge and spin	13.62	kcal per mole
orbital gap	1.894	eV

And the Mulliken charges, in e, turn out to be: atom 1 (O): -0.426, atom 2 (H): 0.467, atom 3 (H): 0.466, atom 4 (H): 0.456, atom 5 (C): -0.556, atom 6 (C): 0.455, atom 7 (C): 0.444, atom 8 (O): -0.799, atom 9 (C): -0.748, atom 10 (C): 0.452, atom 11 (C): 0.377, atom 12 (O): -0.745, atom 13 (O): -0.753, atom 14 (O): -0.804, atom 15 (H): 0.310, atom 16 (H): 0.373, atom 17 (C): -0.676, atom 18 (C): 0.390, atom 19 (C): 0.502, atom 20 (O): -0.817, atom 21 (C): -0.705, atom 22 (C): 0.551, atom 23 (C): 0.346, atom 24 (O): -0.760, atom 25 (O): -0.690, atom 26 (O): -0.802, atom 27 (H): 0.368, atom 28 (H): 0.306, atom 29 (C): -0.412, atom 30 (C): 0.284, atom 31 (C): 0.521, atom 32 (O): -0.773, atom 33 (C): -0.893, atom 34 (C): 0.610, atom 35 (C): 0.312, atom 36 (O): -0.768, atom 37 (O): -0.724, atom 38 (O): -0.812, atom 39 (H): 0.367, atom 40 (H): 0.308, atom 41 (C): -0.765, atom 42 (O): -0.292, atom 43 (C): -0.483, atom 44 (C): -0.970, atom 45 (N): -0.203, atom 46 (C): -0.741, atom 47 (C): -0.564, atom 48 (O): -0.260, atom 49 (C): -0.695, atom 50 (H): 0.290, atom 51 (H): 0.239, atom 52 (H): 0.327, atom 53 (H): 0.344, atom 54 (H): 0.332, atom 55 (H): 0.467, atom 56 (H): 0.508, atom 57 (H): 0.241, atom 58 (H): 0.418, atom 59 (H): 0.351, atom 60 (H): 0.349, atom 61 (H): 0.300, atom 62 (H): 0.289, atom 63 (H): 0.273, atom 64 (H): 0.245

(2)
DFT (wB97M-V/def2-TZVPD) results for 2 unconnected molecules or ions with the total composition C24H24NO6 in a non-equilibrium geometry.

XYZ file:
```
55
Properties=species:S:1:pos:R:3
C -3.346 1.553 4.589
C -2.667 0.408 3.861
O -3.015 0.535 2.454
C -2.256 -0.227 1.630
C -2.164 0.426 0.306
N -2.116 -0.304 -0.730
C -2.079 -0.265 -2.014
C -2.264 -1.484 -2.758
C -2.028 -1.519 -4.151
C -2.160 -2.720 -4.844
C -2.549 -3.886 -4.164
C -2.796 -3.850 -2.779
C -2.645 -2.659 -2.070
O -1.724 -1.271 1.963
H -2.698 1.911 5.399
H -3.581 2.397 3.924
H -4.279 1.187 5.038
H -1.569 0.472 3.967
H -3.030 -0.570 4.222
H -2.306 1.518 0.327
H -1.878 0.660 -2.580
H -1.718 -0.589 -4.641
H -1.951 -2.745 -5.918
H -2.648 -4.822 -4.718
H -3.091 -4.755 -2.247
H -2.775 -2.608 -0.984
C 4.097 0.140 -1.777
C 2.782 0.337 -2.500
C 3.045 0.495 -3.993
O 1.881 -0.790 -2.339
C 1.202 -0.893 -1.165
O 0.483 -1.866 -0.966
C 1.381 0.205 -0.208
C 1.086 -0.002 1.104
C 1.506 0.840 2.191
C 2.457 1.885 2.080
C 2.749 2.681 3.191
C 2.147 2.431 4.434
C 1.294 1.330 4.578
C 1.031 0.515 3.485
C 1.539 1.549 -0.824
O 1.155 2.591 -0.360
O 2.120 1.553 -2.073
H 3.979 -0.006 -0.699
H 4.598 -0.734 -2.207
H 4.736 1.012 -1.968
H 2.094 0.598 -4.524
H 3.650 1.393 -4.154
H 3.578 -0.388 -4.359
H 0.580 -0.934 1.325
H 3.015 2.002 1.149
H 3.453 3.501 3.073
H 2.350 3.088 5.277
H 0.835 1.108 5.540
H 0.506 -0.435 3.605
```

Values from the calculation:
charge	-1
orbital gap	4.139	eV

And the Mulliken charges, in e, turn out to be: atom 1 (C): -1.198, atom 2 (C): 0.505, atom 3 (O): -0.354, atom 4 (C): 0.575, atom 5 (C): -0.634, atom 6 (N): 0.252, atom 7 (C): -1.021, atom 8 (C): 1.232, atom 9 (C): -0.683, atom 10 (C): -0.416, atom 11 (C): -0.435, atom 12 (C): -0.462, atom 13 (C): -0.435, atom 14 (O): -0.671, atom 15 (H): 0.323, atom 16 (H): 0.304, atom 17 (H): 0.299, atom 18 (H): -0.376, atom 19 (H): 0.274, atom 20 (H): 0.240, atom 21 (H): 0.218, atom 22 (H): 0.307, atom 23 (H): 0.321, atom 24 (H): 0.323, atom 25 (H): 0.347, atom 26 (H): 0.283, atom 27 (C): -1.459, atom 28 (C): 1.653, atom 29 (C): -1.762, atom 30 (O): -0.343, atom 31 (C): -0.398, atom 32 (O): -0.611, atom 33 (C): 1.089, atom 34 (C): -0.452, atom 35 (C): 0.795, atom 36 (C): -0.437, atom 37 (C): -0.797, atom 38 (C): -0.353, atom 39 (C): -0.563, atom 40 (C): -0.316, atom 41 (C): 0.267, atom 42 (O): -0.604, atom 43 (O): -0.412, atom 44 (H): 0.275, atom 45 (H): 0.404, atom 46 (H): 0.358, atom 47 (H): 0.400, atom 48 (H): 0.392, atom 49 (H): 0.391, atom 50 (H): 0.452, atom 51 (H): 0.279, atom 52 (H): 0.376, atom 53 (H): 0.361, atom 54 (H): 0.385, atom 55 (H): 0.511

(3)
DFT (wB97M-V/def2-TZVPD) results for a molecular structure, C24H25BrN4O5Pt.

XYZ file:
```
60
Properties=species:S:1:pos:R:3
Pt -0.372 -0.232 -0.740
O 2.999 0.139 1.515
C 3.782 0.953 0.781
C 5.021 1.316 1.300
C 5.868 2.138 0.576
C 5.503 2.607 -0.679
C 4.264 2.253 -1.190
C 3.392 1.445 -0.473
C 2.015 1.163 -1.005
O 1.614 -0.143 -0.760
N 1.076 2.096 -0.311
N -0.224 1.748 -0.476
C -1.196 2.458 -0.027
C -2.567 1.977 -0.132
Br -2.750 0.083 -0.503
C -3.697 2.657 0.082
C -3.798 4.106 0.310
C -4.793 4.574 1.169
C -4.854 5.913 1.516
C -3.938 6.810 0.986
C -2.986 6.368 0.078
C -2.916 5.027 -0.261
H 2.281 -0.193 0.937
H 5.303 0.934 2.273
H 6.831 2.404 0.992
H 6.173 3.236 -1.249
H 3.960 2.608 -2.170
H 1.984 1.387 -2.082
H 1.283 3.085 -0.367
H -1.000 3.385 0.500
H -4.621 2.094 0.143
H -5.514 3.875 1.577
H -5.620 6.257 2.197
H -3.974 7.853 1.269
H -2.306 7.074 -0.380
H -2.207 4.696 -1.008
C 2.421 -4.389 -0.364
C 1.332 -4.949 0.544
C -0.090 -4.505 0.148
C -1.113 -5.061 1.155
C -2.545 -4.624 0.867
C -0.402 -5.093 -1.213
O -0.427 -6.288 -1.414
N -0.665 -4.204 -2.222
C -0.653 -2.812 -2.147
O -0.905 -2.159 -3.137
N -0.367 -2.252 -0.929
C -0.136 -2.981 0.207
O 0.054 -2.428 1.274
H 3.402 -4.731 -0.038
H 2.432 -3.297 -0.353
H 2.286 -4.716 -1.398
H 1.495 -4.621 1.571
H 1.346 -6.040 0.523
H -0.808 -4.720 2.144
H -1.039 -6.149 1.124
H -2.642 -3.537 0.918
H -3.231 -5.050 1.599
H -2.873 -4.955 -0.121
H -0.884 -4.590 -3.129
```

Values from the calculation:
ΔE to the lowest compared entry with this formula, charge and spin	2.92	kcal per mole
orbital gap	7.157	eV

And the Mulliken charges, in e, turn out to be: atom 1 (Pt): 0.566, atom 2 (O): -0.657, atom 3 (C): 0.434, atom 4 (C): -0.608, atom 5 (C): -0.343, atom 6 (C): -0.726, atom 7 (C): -0.579, atom 8 (C): 0.362, atom 9 (C): 0.173, atom 10 (O): -0.801, atom 11 (N): -0.297, atom 12 (N): -0.107, atom 13 (C): -0.307, atom 14 (C): 0.319, atom 15 (Br): -0.168, atom 16 (C): -0.843, atom 17 (C): 0.663, atom 18 (C): -0.489, atom 19 (C): -0.534, atom 20 (C): -0.422, atom 21 (C): -0.556, atom 22 (C): -0.480, atom 23 (H): 0.359, atom 24 (H): 0.426, atom 25 (H): 0.378, atom 26 (H): 0.400, atom 27 (H): 0.358, atom 28 (H): 0.312, atom 29 (H): 0.370, atom 30 (H): 0.737, atom 31 (H): 0.341, atom 32 (H): 0.360, atom 33 (H): 0.378, atom 34 (H): 0.383, atom 35 (H): 0.381, atom 36 (H): 0.627, atom 37 (C): -0.991, atom 38 (C): -1.402, atom 39 (C): 2.482, atom 40 (C): -1.389, atom 41 (C): -1.130, atom 42 (C): 0.059, atom 43 (O): -0.642, atom 44 (N): 0.029, atom 45 (C): 0.461, atom 46 (O): -0.667, atom 47 (N): -0.508, atom 48 (C): 0.165, atom 49 (O): -0.680, atom 50 (H): 0.481, atom 51 (H): 0.073, atom 52 (H): 0.272, atom 53 (H): 0.442, atom 54 (H): 0.445, atom 55 (H): 0.421, atom 56 (H): 0.473, atom 57 (H): 0.193, atom 58 (H): 0.479, atom 59 (H): 0.273, atom 60 (H): 0.250

(4)
DFT (wB97M-V/def2-TZVPD) results for a molecular structure, C24H25Cl5N4O3Ti.

XYZ file:
```
62
Properties=species:S:1:pos:R:3
Ti 0.752 -1.014 1.406
N -0.215 -0.079 3.205
C -0.413 -1.051 4.296
C -1.090 -2.274 3.699
N -0.391 -2.723 2.475
C 0.498 -3.886 2.647
C 1.778 -3.434 3.316
N 2.310 -2.284 2.552
H -1.106 0.317 2.911
H 0.345 0.709 3.519
H 0.569 -1.295 4.697
H -1.014 -0.650 5.114
H -1.163 -3.077 4.437
H -2.110 -2.006 3.417
H -1.087 -2.951 1.774
H 0.019 -4.682 3.223
H 0.721 -4.278 1.653
H 1.583 -3.113 4.338
H 2.492 -4.257 3.368
H 3.060 -1.844 3.075
H 2.736 -2.634 1.694
Cl 3.416 5.819 0.606
C 2.572 4.313 0.653
C 3.184 3.207 1.220
C 2.478 2.023 1.226
Cl 3.148 0.593 1.973
C 1.203 1.872 0.684
O 0.610 0.684 0.679
C 0.605 3.027 0.171
Cl -1.020 2.948 -0.393
C 1.285 4.232 0.143
H 4.176 3.273 1.643
H 0.805 5.108 -0.269
Cl -2.189 0.583 -5.238
C -3.056 1.083 -3.826
C -4.152 1.915 -3.988
C -4.934 2.254 -2.897
C -4.628 1.742 -1.647
C -3.515 0.937 -1.498
Cl -3.194 0.260 0.080
C -2.670 0.608 -2.567
N -1.561 -0.217 -2.384
C -0.254 0.147 -2.773
C 0.066 1.431 -3.209
C 1.365 1.758 -3.552
C 2.378 0.812 -3.466
C 2.065 -0.468 -3.043
C 0.760 -0.817 -2.713
C 0.461 -2.226 -2.227
C 0.492 -2.125 -0.739
O 1.582 -2.209 -0.078
O -0.540 -1.779 -0.079
H -4.398 2.267 -4.980
H -5.795 2.895 -3.025
H -5.244 1.962 -0.786
H -1.587 -0.727 -1.511
H -0.709 2.183 -3.267
H 1.586 2.762 -3.889
H 3.393 1.065 -3.738
H 2.839 -1.223 -2.980
H 1.229 -2.916 -2.569
H -0.524 -2.551 -2.560
```

Values from the calculation:
charge	+1
ΔE to the lowest compared entry with this formula, charge and spin	0.00	kcal per mole
orbital gap (alpha / beta)	7.398 / 7.550	eV
multiplicity	2

And the Mulliken charges, in e, turn out to be: atom 1 (Ti): 0.383, atom 2 (N): -0.380, atom 3 (C): -0.567, atom 4 (C): -0.844, atom 5 (N): -0.109, atom 6 (C): -0.793, atom 7 (C): -0.745, atom 8 (N): -0.268, atom 9 (H): 0.189, atom 10 (H): 0.296, atom 11 (H): 0.294, atom 12 (H): 0.450, atom 13 (H): 0.311, atom 14 (H): 0.466, atom 15 (H): 0.335, atom 16 (H): 0.456, atom 17 (H): 0.347, atom 18 (H): 0.306, atom 19 (H): 0.442, atom 20 (H): 0.290, atom 21 (H): 0.244, atom 22 (Cl): -0.197, atom 23 (C): 0.373, atom 24 (C): -0.917, atom 25 (C): 1.036, atom 26 (Cl): -0.321, atom 27 (C): -1.271, atom 28 (O): 0.542, atom 29 (C): 0.748, atom 30 (Cl): -0.133, atom 31 (C): -0.823, atom 32 (H): 0.494, atom 33 (H): 0.479, atom 34 (Cl): -0.171, atom 35 (C): 0.917, atom 36 (C): -0.594, atom 37 (C): -0.543, atom 38 (C): -0.685, atom 39 (C): 0.657, atom 40 (Cl): -0.212, atom 41 (C): -0.777, atom 42 (N): 0.149, atom 43 (C): 0.578, atom 44 (C): -0.105, atom 45 (C): -0.837, atom 46 (C): -0.832, atom 47 (C): -0.549, atom 48 (C): 0.185, atom 49 (C): -1.382, atom 50 (C): 1.178, atom 51 (O): -0.505, atom 52 (O): -0.668, atom 53 (H): 0.442, atom 54 (H): 0.395, atom 55 (H): 0.439, atom 56 (H): -0.045, atom 57 (H): 0.586, atom 58 (H): 0.448, atom 59 (H): 0.442, atom 60 (H): 0.448, atom 61 (H): 0.550, atom 62 (H): 0.382